1.
ORCA calculation (ωB97M-V/def2-TZVPD) on a 12-piece molecular cluster, C53H87BrN14O4 overall at a distorted geometry.

The geometry in ORCA input format:
```
! wB97M-V def2-TZVPD RIJCOSX def2/J DEFGRID3
* xyz 0 1
C -3.36261 -2.69586 2.27333
C -3.39803 -1.35397 1.93054
C -2.75524 -0.81737 0.57399
C -1.28941 -0.24168 0.96789
C -1.47498 1.23094 1.51131
C -0.23819 1.70202 2.43511
C -0.73763 2.32938 3.81580
C 0.20990 2.02542 5.05164
N -0.26976 2.90064 6.18225
O -0.27616 -0.48423 0.00730
C -0.02951 0.51125 -0.97662
C -1.27822 0.78659 -1.91965
C -1.15542 1.95135 -2.96985
C -0.82731 1.72075 -4.43683
C -0.75370 2.83049 -5.45317
C -0.98146 4.27062 -5.08435
C -1.31932 4.52759 -3.63481
C -1.40991 3.40926 -2.60913
C -1.82837 3.87765 -1.15513
C 1.31141 -0.02397 -1.70466
N 1.21230 -1.48545 -2.05690
C 0.28168 -1.79600 -3.15722
C -0.88085 -2.74469 -2.58269
C -0.26663 -4.22485 -2.53608
O 1.64022 0.62706 -2.93848
C 2.35980 1.84888 -2.85921
C 2.48591 2.36966 -4.40548
O 1.70564 2.93229 -2.16078
C 2.54368 4.09656 -2.14451
C 2.62346 4.86811 -0.76418
C 1.28702 4.90967 0.07278
O 3.75629 4.38268 0.06448
C 2.59296 -0.06908 -0.68641
Br 2.68747 -1.79817 0.34555
C 2.71142 1.06138 0.38419
C 4.28538 1.28963 0.69323
H -3.28373 -3.49929 1.48484
H -3.41848 -2.93027 3.38350
H -3.84997 -0.58518 2.61731
H -3.40860 0.02076 0.16582
H -2.60685 -1.63018 -0.19392
H -1.01410 -0.86316 1.88830
H -1.74659 1.98217 0.71851
H -2.36537 1.19835 2.22635
H 0.38628 0.79011 2.72071
H 0.40282 2.46852 1.90973
H -1.77900 1.96866 4.11552
H -0.83312 3.46544 3.75416
H 1.30826 2.20708 4.86522
H 0.02737 0.96129 5.40840
H -0.18079 2.39769 7.07390
H 0.28717 3.75581 6.24605
H 0.24485 1.54283 -0.56170
H -1.70005 -0.13887 -2.43224
H -2.12761 1.12285 -1.23083
H -0.64890 0.68203 -4.85797
H -0.53316 2.60292 -6.54158
H -0.91573 5.06576 -5.87545
H -1.52412 5.59711 -3.33241
H -2.79145 3.31726 -0.91266
H -1.08379 3.61383 -0.35500
H -2.10597 4.97875 -1.15333
H 2.15020 -1.66363 -2.45695
H -0.20686 -0.94488 -3.70205
H 0.83358 -2.42159 -3.93334
H -1.80004 -2.66410 -3.23339
H -1.07494 -2.41824 -1.51976
H 0.60384 -4.23866 -1.79882
H -1.03231 -4.98058 -2.19810
H 0.20255 -4.49363 -3.54164
H 3.45400 1.75345 -2.52898
H 3.54816 2.76131 -4.56737
H 1.80211 3.23647 -4.62257
H 2.32965 1.52165 -5.13626
H 2.13025 4.82287 -2.91764
H 3.62192 3.88543 -2.45253
H 2.87601 5.95609 -1.02481
H 0.50239 5.58776 -0.39092
H 0.92205 3.84512 0.18207
H 1.48463 5.27944 1.13016
H 4.15346 5.12547 0.64319
H 3.55465 -0.07453 -1.30051
H 2.18501 2.03432 0.19365
H 2.29572 0.66247 1.36904
H 4.85734 1.45892 -0.27803
H 4.35035 2.18620 1.38851
H 4.67519 0.35899 1.20120
C -5.25148 -0.07560 6.11737
C -5.28829 0.38175 4.72922
N -5.31243 0.73955 3.63772
H -5.05510 0.74790 6.80610
H -6.19804 -0.52983 6.41558
H -4.47356 -0.81881 6.27224
C -1.64919 2.84159 -9.66940
C -0.92143 3.89397 -8.96208
N -0.34958 4.71977 -8.40588
H -1.01394 2.33768 -10.40008
H -2.02113 2.08031 -8.98081
H -2.50995 3.24262 -10.20749
C 5.35460 4.52825 3.39635
C 5.03037 3.31657 4.15152
N 4.77948 2.36797 4.74882
H 6.19605 5.06613 3.83805
H 5.62615 4.30150 2.36296
H 4.50797 5.21635 3.36613
C -1.49126 -2.55667 7.12673
C -2.75305 -2.08342 7.69887
N -3.74384 -1.71183 8.14875
H -0.89919 -1.73296 6.72556
H -0.87851 -3.06318 7.87266
H -1.65824 -3.26171 6.31178
C -4.95382 -6.79490 0.10811
C -3.85152 -5.84119 -0.01716
N -2.98590 -5.09126 -0.11511
H -4.65073 -7.79896 -0.19387
H -5.31270 -6.85862 1.13688
H -5.80311 -6.51035 -0.51528
C -7.61599 -6.17756 -2.98642
C -7.90156 -7.39539 -2.22934
N -8.12404 -8.35164 -1.63251
H -6.77069 -5.63363 -2.56530
H -7.37296 -6.40054 -4.02769
H -8.46767 -5.49790 -2.98986
C -5.79216 -1.82629 -1.14856
C -6.86066 -2.78558 -1.41858
N -7.69863 -3.54328 -1.62707
H -5.71832 -1.07419 -1.93656
H -5.95658 -1.29639 -0.20818
H -4.82031 -2.31925 -1.07754
C 2.16165 -4.64081 8.03069
C 1.46550 -4.00061 6.91689
N 0.91869 -3.49590 6.04127
H 3.23099 -4.42316 8.01386
H 1.77387 -4.29746 8.99543
H 2.05105 -5.72681 8.00196
C 4.10064 -0.94928 -4.82434
C 4.14693 -0.75304 -6.27345
N 4.18561 -0.59353 -7.41043
H 3.30781 -0.35745 -4.36200
H 3.91674 -1.99299 -4.56634
H 5.03997 -0.65894 -4.34780
C 7.40674 3.38296 -1.45870
C 6.13871 3.88680 -0.93284
N 5.11038 4.29497 -0.51141
H 8.03028 4.19408 -1.84895
H 7.98322 2.87317 -0.68424
H 7.25560 2.66788 -2.27377
C -0.15481 -1.52648 10.91590
C 0.93651 -2.49340 10.80294
N 1.79402 -3.25322 10.71423
H 0.18476 -0.59093 11.36382
H -0.57885 -1.28495 9.93923
H -0.96620 -1.90965 11.53728
C 5.06234 -5.05833 -6.98744
C 3.95165 -4.34686 -6.35759
N 3.07985 -3.78700 -5.86316
H 5.26791 -6.00480 -6.48411
H 4.85011 -5.28491 -8.03374
H 5.98080 -4.46910 -6.96163
*
```

## Properties
**Frontier orbital gap**: 5.63 eV
**Calculated total energy**: -5712.57396 Eh

---

2.
ORCA calculation (ωB97M-V/def2-TZVPD) on a 8-piece molecular cluster, C53H88N2O26S overall at a distorted geometry.

The geometry in ORCA input format:
```
! wB97M-V def2-TZVPD RIJCOSX def2/J DEFGRID3
* xyz 0 1
C 0.96190 -1.46444 4.61474
C -0.09649 -1.96223 5.60156
O -1.38604 -2.05313 5.01008
C -1.85043 -3.37890 4.83524
C -0.93155 -4.24920 3.98183
O -1.73078 -5.01487 3.06851
C -1.17167 -5.03898 1.81308
C -0.19241 -5.96558 1.49701
C 0.37841 -5.96169 0.23157
C -0.01241 -5.02060 -0.70865
C -0.98773 -4.08944 -0.37437
C -1.59171 -4.08818 0.88125
N -2.59865 -3.13801 1.22804
N -3.78797 -3.58136 0.47714
C -4.76344 -3.91784 1.22870
C -5.10914 -3.23436 2.53183
C -5.66118 -5.04298 0.81130
C -2.19371 -1.80604 0.87756
C -2.33516 -0.80160 1.82009
C -1.93654 0.48987 1.52273
C -1.37447 0.80008 0.29282
C -0.92054 2.22147 0.01595
O -1.00245 3.03412 1.17096
C 0.24359 3.43686 1.70278
C 1.18229 2.28234 2.07813
C -1.21185 -0.20396 -0.67116
C -0.55936 0.08626 -2.00589
C 0.87435 -0.48580 -2.08822
C 1.70990 -0.25659 -0.83264
C 3.18320 -0.63001 -1.04490
C 4.02631 -0.19668 0.16581
C 5.52978 -0.31115 -0.08545
C 6.02382 -1.76764 -0.00125
C 6.32474 -2.35037 -1.38611
O 5.97317 -3.74342 -1.47294
C 4.78359 -3.99234 -2.08471
C 3.80196 -4.75055 -1.23069
O 4.55906 -3.66598 -3.22117
C -1.63725 -1.49833 -0.36386
S -1.46608 -2.83827 -1.52244
H 1.58336 -2.26331 4.21067
H 1.60336 -0.71983 5.08531
H 0.46299 -0.96596 3.78173
H -0.16656 -1.22607 6.40703
H 0.19899 -2.89604 6.08739
H -2.79608 -3.30382 4.30620
H -2.08182 -3.82938 5.80840
H -0.29954 -4.90521 4.58482
H -0.30616 -3.56975 3.39904
H 0.13434 -6.68206 2.23845
H 1.15770 -6.66387 -0.03384
H 0.42693 -4.98737 -1.69704
H -5.21391 -2.16911 2.32700
H -4.34581 -3.39681 3.28486
H -6.07118 -3.59160 2.89464
H -5.46771 -5.80697 1.56770
H -6.71758 -4.76788 0.84565
H -5.43331 -5.40017 -0.18978
H -2.76415 -1.05478 2.78116
H -2.04836 1.24477 2.28811
H 0.07940 2.24680 -0.41952
H -1.61239 2.65658 -0.71291
H 0.76412 4.13925 1.04183
H 0.01437 3.99508 2.61088
H 1.67274 2.46021 3.03423
H 1.96949 2.16968 1.33091
H 0.65758 1.32878 2.13382
H -1.15170 -0.40709 -2.78017
H -0.54836 1.14802 -2.23919
H 0.84837 -1.55131 -2.31351
H 1.37657 0.01284 -2.92223
H 1.68837 0.81361 -0.60475
H 1.34912 -0.83404 0.02077
H 3.21578 -1.72116 -1.13346
H 3.56981 -0.15106 -1.94713
H 3.75826 0.84147 0.37986
H 3.71959 -0.81139 1.01630
H 5.76074 0.15266 -1.04633
H 6.03774 0.26331 0.69174
H 6.92048 -1.81376 0.61732
H 5.27886 -2.38562 0.50348
H 5.78399 -1.78056 -2.14253
H 7.38485 -2.25713 -1.61449
H 3.96650 -5.82047 -1.36086
H 3.94290 -4.48926 -0.18411
H 2.79036 -4.50183 -1.53778
C 3.17285 8.27162 5.16455
O 1.79062 8.36219 5.52790
C 1.03863 7.36038 5.08220
O 1.42259 6.42963 4.42130
O -0.21176 7.56018 5.49475
C -1.13640 6.54945 5.08302
H 3.65356 9.14638 5.59136
H 3.62138 7.37080 5.57974
H 3.28522 8.28282 4.08221
H -0.84966 5.57956 5.48566
H -1.19401 6.49981 3.99736
H -2.10151 6.84032 5.48620
C -7.17835 -2.31200 -1.21083
O -8.54340 -2.73723 -1.27168
C -9.43046 -1.75870 -1.10732
O -9.17710 -0.59827 -0.91782
O -10.65224 -2.28684 -1.18718
C -11.71113 -1.34000 -1.02791
H -6.55786 -3.19246 -1.34969
H -6.96272 -1.59785 -2.00256
H -6.95897 -1.87825 -0.23637
H -11.66946 -0.58226 -1.80781
H -11.66086 -0.86845 -0.04833
H -12.63546 -1.90320 -1.11508
C 10.71174 -4.38513 -6.37035
O 9.45330 -5.05234 -6.26777
C 8.42228 -4.24017 -6.01798
O 8.49168 -3.04585 -5.88225
O 7.32079 -4.97616 -5.94626
C 6.12358 -4.22727 -5.67871
H 11.44806 -5.15760 -6.57227
H 10.70146 -3.66740 -7.18850
H 10.95743 -3.88103 -5.43748
H 5.93966 -3.51283 -6.47996
H 6.19522 -3.71613 -4.72886
H 5.31282 -4.94747 -5.64173
C -1.91640 4.49943 -5.99746
O -1.14302 3.42128 -5.46114
C -0.42184 2.76318 -6.36543
O -0.38105 3.00556 -7.54438
O 0.24642 1.79528 -5.74569
C 1.07249 1.00129 -6.60415
H -2.44529 4.93869 -5.15722
H -1.26868 5.24567 -6.45364
H -2.63382 4.13030 -6.72797
H 1.83287 1.61652 -7.08073
H 0.46987 0.49819 -7.35759
H 1.54783 0.26258 -5.96555
C 7.38857 3.79323 8.00409
O 6.11272 3.14760 7.98796
C 5.08346 3.97455 7.81345
O 5.15368 5.16795 7.67470
O 3.96359 3.25368 7.81711
C 2.77497 4.02738 7.63988
H 8.12271 3.00708 8.15216
H 7.57631 4.29573 7.05729
H 7.44693 4.50748 8.82294
H 2.78931 4.54083 6.67953
H 2.65831 4.74514 8.44985
H 1.94098 3.33178 7.65927
C -4.73071 -0.46084 5.72861
O -5.80913 -1.34573 5.40946
C -6.96067 -0.73358 5.13972
O -7.14876 0.45389 5.14994
O -7.86923 -1.66587 4.85077
C -9.16258 -1.14458 4.53271
H -3.86230 -1.08641 5.91825
H -4.51864 0.19997 4.88963
H -4.95782 0.12465 6.61756
H -9.11283 -0.50368 3.65454
H -9.57088 -0.59051 5.37560
H -9.79124 -2.00468 4.32209
C -0.03189 7.89947 -11.72059
O -1.00366 6.85295 -11.70047
C -0.58999 5.73490 -11.09696
O 0.49199 5.56944 -10.59804
O -1.57724 4.84761 -11.14725
C -1.27567 3.58735 -10.52934
H -0.49791 8.73508 -12.23459
H 0.23534 8.19622 -10.70806
H 0.85862 7.58740 -12.26293
H -1.05964 3.70696 -9.47034
H -0.43452 3.10939 -11.02861
H -2.16325 2.97308 -10.65449
*
```

## Properties
**Structure (SMILES)**: CCOCCOc1cccc2c1N(N=C(C)C)c1ccc(COCC)c(CCCCCCCCOC(C)=O)c1S2.COC(=O)OC.COC(=O)OC.COC(=O)OC.COC(=O)OC.COC(=O)OC.COC(=O)OC.COC(=O)OC
**Frontier orbital gap**: 8.24 eV
**Calculated total energy**: -4536.21469 Eh